Record 1
52
Properties=species:S:1:pos:R:3:lowdin_charge:R:1 method="wB97M-V/def2-TZVPD" relative_energy_kcal_mol=25.48 charge=+1 multiplicity=5 lumo_energy_ev="-4.15 / -6.95" gap_ev="8.51 / 6.02"
Rh 0.55 0.06 -0.16 1.155
Br -0.30 6.13 -3.13 0.845
C -0.10 4.41 -2.37 -0.642
C -1.19 3.78 -1.77 -0.064
C -0.99 2.53 -1.23 -0.096
N 0.19 1.92 -1.24 -0.016
C 1.26 2.51 -1.82 -0.179
C 1.13 3.77 -2.41 -0.027
C 2.52 1.75 -1.78 -0.187
C 3.65 2.09 -2.52 -0.029
C 4.79 1.29 -2.40 -0.644
Br 6.39 1.78 -3.28 0.833
C 4.75 0.15 -1.60 -0.063
C 3.58 -0.12 -0.92 -0.093
N 2.52 0.68 -0.98 0.002
H -2.16 4.25 -1.74 0.117
H -1.81 1.99 -0.77 0.120
H 1.97 4.25 -2.88 0.111
H 3.68 2.95 -3.17 0.110
H 5.61 -0.49 -1.51 0.116
H 3.48 -1.01 -0.31 0.124
F 1.37 -3.44 -2.95 0.179
C 0.39 -3.88 -2.17 -0.577
F 0.91 -4.77 -1.34 0.189
F -0.49 -4.50 -2.95 0.191
C -0.24 -2.67 -1.39 -0.315
O 0.76 -1.86 -1.01 -0.191
C -1.22 -1.92 -2.34 -0.559
F -0.70 -1.73 -3.54 0.199
F -1.44 -0.68 -1.83 0.083
F -2.40 -2.50 -2.47 0.204
C -1.04 -3.20 -0.15 -0.556
F -1.49 -4.43 -0.29 0.209
F -0.26 -3.14 0.94 0.153
F -2.09 -2.40 0.12 0.146
N 0.89 -0.03 2.13 0.029
C -0.40 -0.05 2.77 -0.290
C -0.54 0.03 4.15 0.016
C -1.81 -0.06 4.72 -0.016
C -2.87 -0.26 3.87 -0.172
C -2.79 -0.30 2.50 -0.002
C -1.52 -0.19 1.96 -0.039
S -4.55 -0.46 4.71 0.538
O -4.17 -1.42 5.71 -0.235
O -4.62 0.92 5.10 -0.138
O -5.36 -0.89 3.61 -0.239
H 1.52 0.62 2.60 0.117
H 1.32 -0.96 2.20 0.121
H 0.33 0.17 4.78 0.127
H -1.96 -0.01 5.78 0.136
H -3.66 -0.44 1.89 0.133
H -1.37 -0.21 0.86 0.067

***

Record 2
33
Properties=species:S:1:pos:R:3:lowdin_charge:R:1 method="wB97M-V/def2-TZVPD" relative_energy_kcal_mol=33.67 charge=+1 multiplicity=2 lumo_energy_ev="-3.61 / -10.47" gap_ev="10.33 / 3.31"
O 1.34 0.33 3.75 -0.029
H 0.96 -0.09 2.98 0.000
H 2.12 0.77 3.43 0.019
O 2.59 0.78 0.38 -0.021
H 2.94 0.93 1.26 0.072
H 2.89 -0.09 0.14 0.070
O 1.24 -0.80 -2.32 -0.026
H 1.58 -1.18 -3.12 0.076
H 1.85 -1.07 -1.64 0.043
O 2.91 2.89 -1.49 -0.053
H 3.41 3.44 -0.89 0.036
H 2.74 2.09 -1.00 -0.032
O -1.23 2.69 0.14 0.126
H -0.34 2.96 0.38 0.075
H -1.16 1.74 0.03 0.022
O -2.01 -1.14 3.01 0.076
H -1.65 -0.47 2.43 0.031
H -1.84 -1.97 2.55 -0.002
O -3.49 -0.19 0.44 0.239
H -2.84 -0.58 -0.14 0.019
H -3.37 -0.64 1.28 0.064
O -0.09 1.56 -3.13 -0.044
H 0.57 0.89 -2.93 -0.028
H 0.41 2.28 -3.51 0.045
O -1.58 -3.00 1.26 -0.006
H -1.04 -2.91 0.47 0.047
H -1.86 -3.92 1.25 0.087
O -1.89 -1.45 -1.35 -0.020
H -1.83 -2.39 -1.50 0.077
H -1.93 -1.06 -2.22 0.092
O 0.04 -0.07 0.37 -0.044
H -0.24 -0.72 -0.28 -0.006
H 0.79 0.36 -0.03 -0.005

***

Record 3
31
Properties=species:S:1:pos:R:3:lowdin_charge:R:1 method="wB97M-V/def2-TZVPD" relative_energy_kcal_mol=31.00 charge=0 multiplicity=1 lumo_energy_ev="0.22 / 0.40" gap_ev="6.48 / 7.92"
C -4.16 1.25 0.15 -0.115
C 3.83 1.08 -1.81 -0.144
C -0.50 -1.43 2.59 -0.258
C -0.33 -2.41 -0.67 -0.248
C -3.05 0.18 0.57 -0.368
C 2.55 0.51 -1.16 -0.365
C -1.65 0.44 0.07 -0.762
C 2.47 0.95 0.29 -0.499
Si -0.47 -1.12 0.69 0.785
S -1.46 0.58 -1.72 0.741
S 3.86 0.53 1.32 0.744
H -5.05 0.67 0.13 0.041
H -4.18 2.03 0.93 0.074
H -3.90 1.53 -0.93 0.058
H 4.72 0.90 -1.21 0.032
H 3.80 2.26 -1.79 0.108
H 3.85 0.92 -2.89 0.061
H -1.43 -2.09 2.85 0.048
H 0.33 -2.07 2.92 0.007
H -0.53 -0.51 3.20 0.019
H -0.94 -2.18 -1.54 0.000
H 0.67 -2.39 -1.01 -0.018
H -0.51 -3.45 -0.45 0.021
H -3.47 -0.74 0.16 0.092
H -3.11 0.21 1.72 0.126
H 2.45 -0.55 -1.19 0.063
H 1.55 0.94 -1.71 0.114
H -1.17 1.31 0.52 0.053
H 2.33 1.92 0.36 -0.025
H -0.53 1.44 -1.56 -0.183
H 4.03 -0.70 1.19 -0.203

***

no.,electronic energy (a.u.)
1,-7789.8194
2,-840.4199
3,-1402.4943